[1]
Entry from OMol25: a structure of composition C6H9NO3 (wB97M-V/def2-TZVPD).

```
! wB97M-V def2-TZVPD RIJCOSX def2/J DEFGRID3
* xyz 0 1
C 0.06 -1.85 -0.44
C 1.02 0.41 -0.16
H 0.57 0.99 1.87
O 2.03 -0.09 -0.97
H -1.72 1.61 1.03
O -2.19 -1.67 -1.35
C 0.02 1.22 -0.90
H 1.93 -0.14 1.69
O 0.93 -2.60 -0.18
N -1.78 0.68 0.67
H 2.34 -0.94 -0.63
H 2.14 1.56 1.27
H 0.11 1.15 -1.98
C -0.91 0.22 -0.29
C 1.43 0.73 1.24
H -2.26 0.00 1.25
H -2.57 -2.37 -0.81
H -0.12 2.25 -0.57
C -1.03 -1.16 -0.74
*
```

Computed properties:
- HOMO energy (eV) = -7.2
- ΔE to the lowest compared entry with this formula, charge and spin (eV) = 3.5602

[2]
Entry from OMol25: a structure of composition C8H7AuNO5 (wB97M-V/def2-TZVPD).

```
! wB97M-V def2-TZVPD RIJCOSX def2/J DEFGRID3
* xyz 1 1
C -2.46 -0.70 0.16
C -1.21 -1.56 2.30
H 0.08 -2.11 3.92
H -2.14 -1.81 2.80
C 1.12 -0.84 0.99
O 3.35 -0.19 0.48
O -3.57 -0.85 0.55
O -0.40 1.49 -2.79
O 1.79 0.19 -1.08
C 0.38 2.73 -2.73
Au -0.19 0.13 -1.25
H 1.30 2.61 -3.29
C -1.25 -1.06 1.02
C 0.03 -1.72 2.91
C 2.22 -0.24 0.12
H -0.56 1.22 -3.70
O -2.13 -0.22 -1.05
N -0.09 -0.76 0.44
C 1.21 -1.34 2.27
H -0.24 3.52 -3.14
H 0.59 2.92 -1.69
H 2.18 -1.41 2.75
*
```

Computed properties:
- HOMO energy (eV) = -14.4
- ΔE to the lowest compared entry with this formula, charge and spin (eV) = 0.0000

[3]
Entry from OMol25: a cluster of 2 separate species, C5H15N3 in total in a non-equilibrium geometry (wB97M-V/def2-TZVPD).

```
! wB97M-V def2-TZVPD RIJCOSX def2/J DEFGRID3
* xyz 2 1
H -0.09 0.50 0.98
H -0.48 0.33 -1.23
H 2.32 -2.51 0.55
H -2.96 -0.96 -0.82
N 2.88 -1.83 0.02
C 2.65 -0.57 -0.19
N 1.50 0.05 0.00
H 3.74 -2.36 -0.22
H 2.50 2.24 0.38
H 3.41 0.18 -0.28
H -2.91 0.23 1.78
H -2.25 -1.59 0.55
H 1.93 2.05 -1.41
H 0.30 -1.13 1.14
C 1.66 2.02 -0.32
H -2.13 1.53 0.57
C -2.20 -0.69 -0.08
H -3.82 0.83 0.41
H -0.61 -1.53 -1.20
N 0.19 -0.27 0.45
H 0.61 2.35 -0.12
C -0.77 -0.56 -0.66
C -2.71 0.57 0.72
*
```

Computed properties:
- HOMO energy (eV) = -18.5
- ΔE to the lowest compared entry with this formula, charge and spin (eV) = 6.1566

[4]
Entry from OMol25: the molecule C4H8N2O in a non-equilibrium geometry (wB97M-V/def2-TZVPD).

```
! wB97M-V def2-TZVPD RIJCOSX def2/J DEFGRID3
* xyz 0 1
C -0.35 -1.45 -0.90
H -0.41 -0.43 1.40
C -1.77 0.84 0.56
C 0.19 -0.12 -0.53
H 2.18 0.02 -1.44
H 1.72 0.62 1.23
H 2.04 -1.26 -0.26
N -0.40 0.33 0.73
N -0.76 -2.52 -1.07
H -2.37 0.24 -0.14
H -0.12 0.59 -1.30
O 2.30 0.66 0.46
C 1.75 -0.22 -0.47
H -2.28 0.83 1.52
H -1.74 1.88 0.20
*
```

Computed properties:
- SMILES string = CN[C@H](C#N)CO
- HOMO energy (eV) = -10.2
- ΔE to the lowest compared entry with this formula, charge and spin (eV) = 1.9787

[5]
Entry from OMol25: a structure of composition C51H48F9LuN4O4P in a non-equilibrium geometry (wB97M-V/def2-TZVPD).

```
! wB97M-V def2-TZVPD RIJCOSX def2/J DEFGRID3
* xyz -1 1
F 3.32 -5.17 6.13
F -6.75 -0.67 3.34
C 3.56 1.23 -1.15
H 0.58 -4.79 -2.70
C 5.02 1.63 -0.84
C -4.58 -1.48 2.78
C 1.46 0.53 -5.19
H -0.83 -0.85 -5.10
C -3.81 -2.42 2.09
H -0.93 -1.31 5.02
H -4.59 0.41 3.79
C 3.22 1.03 1.19
H -2.18 0.77 3.51
H 2.28 -4.31 -2.65
Lu 0.11 -0.25 -0.71
C 1.05 1.89 7.71
C -4.09 2.31 0.97
H 0.34 -2.56 -2.13
H 5.92 -0.76 -0.82
H 4.26 -0.90 -6.44
N 5.51 0.90 0.33
C -1.42 -0.13 -4.54
C -2.98 -0.94 -0.74
H 5.06 0.65 2.34
H -0.96 -4.20 -0.64
H 5.11 2.70 -0.63
H 2.25 -3.46 1.03
H 2.51 -5.11 0.45
C -2.64 -0.13 3.13
H 3.68 -1.43 -0.99
C -2.46 -2.20 1.92
H -0.11 -4.12 0.91
H 0.31 -5.36 4.40
O -1.80 -1.38 -0.91
C 1.20 -3.93 -0.81
C -0.06 -4.50 -0.11
C -1.85 -1.08 2.48
C 2.13 -2.21 3.19
N 0.45 0.26 -2.98
H -0.98 -3.54 3.40
H 2.46 0.67 -7.06
C 1.47 -4.76 -2.07
F -6.19 -2.61 4.08
H -3.52 2.44 -2.59
F 4.18 -5.68 4.23
H 1.74 -5.79 -1.83
C -1.61 1.50 -2.79
H -5.00 2.83 1.27
C 2.39 -4.07 0.14
H -4.56 1.13 -4.42
H 5.69 1.39 -1.67
F -6.66 -2.36 2.00
H 3.49 0.70 -2.11
C 2.46 0.21 -6.08
H 5.81 -1.07 0.92
H 3.92 -3.11 3.93
P -0.04 -0.78 2.31
H 2.75 0.43 1.97
C -4.19 1.08 0.30
C 4.72 1.26 1.49
C -2.94 1.71 -3.14
H 4.26 -1.92 -4.18
O -4.03 -1.51 -1.01
C -3.99 -0.33 3.28
N -1.81 0.92 0.19
H 0.86 3.85 1.58
C -0.83 0.54 -3.46
H -0.46 -0.30 7.20
C -0.06 0.15 6.30
H 2.65 -1.31 2.87
H 3.30 -3.76 -0.35
C 3.47 -0.67 -5.74
C 0.81 -4.47 4.05
H 2.69 1.98 1.13
H 3.52 -1.49 0.77
C 0.96 1.30 3.99
F 0.92 1.04 8.73
C 1.40 -0.06 -3.91
C -0.37 2.58 0.91
O -0.09 3.72 1.62
C -0.33 -0.42 5.08
H -3.17 -0.45 -5.71
H -1.87 -2.90 1.35
O 0.59 1.95 0.36
C 3.00 -5.45 4.85
F 0.26 2.95 8.02
H 0.70 1.26 -5.46
H -1.14 2.11 -2.02
C 0.74 -2.29 3.02
H 1.88 2.74 5.28
C 0.16 0.15 3.89
C 3.86 -0.88 -0.07
C -2.86 2.84 1.25
F 2.31 2.37 7.79
H 1.33 1.76 3.09
C 2.45 -0.95 -3.58
C 0.74 1.29 6.38
C 5.36 -0.53 0.09
C 2.86 -3.21 3.78
H -4.29 -3.29 1.67
H -0.01 -5.59 -0.08
H 2.42 -1.42 -2.60
H -5.14 0.64 0.05
C 0.87 -2.50 -1.15
C -2.74 0.09 -4.88
C 1.25 1.86 5.21
C -3.52 0.99 -4.17
H -2.73 3.78 1.76
C 3.46 -1.24 -4.47
N 3.05 0.35 -0.09
C -6.03 -1.77 3.02
H 4.93 2.31 1.74
H 2.91 2.10 -1.21
C -1.71 2.14 0.82
C 0.10 -3.44 3.48
C 2.20 -4.37 4.20
C -3.02 0.44 -0.06
F 2.38 -6.64 4.89
*
```

Computed properties:
- HOMO energy (spin up / spin down) (eV) = -4.0 / -3.5

[6]
Entry from OMol25: a structure of composition C19H23IN2O3PPdS2Se in a non-equilibrium geometry (wB97M-V/def2-TZVPD).

```
! wB97M-V def2-TZVPD RIJCOSX def2/J DEFGRID3
* xyz 0 6
H -3.58 6.46 3.34
H -0.84 -0.16 -4.09
Pd -0.62 -0.46 -0.60
H 2.13 1.44 4.72
H 4.05 -2.50 -4.96
C 3.38 -1.93 1.14
C 2.11 -1.30 -2.45
N -0.08 -2.16 -1.83
H 1.54 -0.23 4.72
C -4.44 4.49 3.32
C -2.42 3.87 1.51
I 0.10 1.98 -1.07
H -5.07 2.46 3.11
H 0.00 1.47 3.56
O -2.22 -0.46 -2.63
C -3.52 5.46 2.94
C 2.12 -3.27 -4.47
O 2.27 -1.43 1.86
C -3.20 1.57 1.43
H 3.96 -3.58 -0.10
C 3.20 -2.40 -4.30
H 1.25 1.61 2.30
H -2.36 0.74 -4.33
P 0.83 -1.00 1.24
H 3.77 -1.16 0.46
H 2.10 -0.53 -1.68
H 2.64 -3.95 1.03
H 2.33 -2.98 -0.42
C -2.95 0.46 0.97
C -1.93 -0.21 -4.00
C 1.01 -3.16 -3.63
C -3.33 2.88 1.91
C 3.21 -1.44 -3.31
C 1.90 0.59 4.09
Se -1.25 -3.42 -2.43
C 1.03 -2.16 -2.60
C -4.36 3.21 2.81
N -0.10 -3.91 -3.72
H -5.22 4.75 4.03
S -0.40 -2.63 1.27
H 4.05 -0.78 -3.20
H -3.18 -0.46 -2.52
H 4.13 -2.14 1.91
H -2.30 -1.03 -4.62
O 0.24 -0.20 2.50
C 3.06 -3.19 0.36
S -2.84 -1.08 0.42
C -2.51 5.14 2.03
C 0.84 0.96 3.08
H 2.11 -4.02 -5.24
H -1.80 5.90 1.73
H 2.81 0.26 3.60
H -1.65 3.63 0.79
*
```

Computed properties:
- HOMO energy (spin up / spin down) (eV) = -5.4 / -7.3
- ΔE to the lowest compared entry with this formula, charge and spin (eV) = 0.5524
- expectation value of S² = 8.827